{"formula": "C2H9N2PS", "method": "ωB97M-V with the def2-TZVPD basis set", "homo_energy_ha": -0.309, "orbital_gap_ev": 8.7, "total_charge": 0, "elements": ["N", "P", "C", "H", "H", "H", "H", "H", "H", "C", "N", "H", "H", "H", "S"], "coordinates": [[2.06, 0.69, 0.24], [-0.16, -0.20, -0.29], [-1.71, -0.95, -1.07], [-1.24, -0.53, 1.95], [2.59, -0.18, -0.04], [-1.38, -1.53, -2.00], [3.15, 1.84, -1.16], [0.28, -0.38, 2.04], [-2.48, -0.15, -1.02], [-0.39, -0.88, 1.35], [2.43, 1.78, -0.24], [-2.24, -1.64, -0.46], [0.30, 2.31, -0.56], [-0.35, -1.96, 1.48], [-0.86, 1.77, -0.22]]}



{"formula": "C2H9N2S", "method": "ωB97M-V with the def2-TZVPD basis set", "homo_energy_ha": -0.109, "orbital_gap_ev": 7.3, "total_charge": -1, "elements": ["H", "H", "H", "C", "S", "H", "C", "N", "H", "H", "N", "H", "H", "H"], "coordinates": [[-0.54, 2.24, -0.95], [0.95, 0.42, 1.54], [-1.08, -2.92, 1.27], [1.06, 0.86, -0.42], [-0.54, -1.74, 0.93], [1.20, -0.19, -0.69], [-0.42, 1.19, -0.67], [1.40, 1.15, 0.98], [-1.00, -0.59, -1.37], [-1.88, 0.62, -2.00], [-0.92, 0.35, -1.77], [1.67, 1.48, -1.09], [-0.96, 1.01, 0.26], [2.40, 1.05, 1.11]]}



{"formula": "C2H9N2S", "method": "ωB97M-V with the def2-TZVPD basis set", "homo_energy_ha": -0.107, "orbital_gap_ev": 7.3, "total_charge": -1, "elements": ["N", "H", "H", "C", "H", "H", "H", "C", "H", "H", "S", "H", "N", "H"], "coordinates": [[1.65, 0.03, -0.87], [0.37, -1.81, 0.97], [-0.53, -1.10, -0.39], [0.96, 0.26, 0.37], [2.56, 0.46, -0.91], [1.08, 0.32, -1.65], [1.60, 0.29, 1.26], [-0.06, -0.88, 0.57], [0.34, 1.16, 0.38], [-2.20, 1.47, -2.55], [-1.37, 1.11, -1.56], [-1.68, 0.22, 0.97], [-1.08, -0.39, 1.52], [-1.65, -1.14, 1.89]]}



{"formula": "C2H9N2S", "method": "ωB97M-V with the def2-TZVPD basis set", "homo_energy_ha": [-0.160, -0.324], "orbital_gap_ev": [5.2, 9.6], "multiplicity": 2, "total_charge": 0, "elements": ["C", "H", "H", "N", "H", "S", "C", "N", "H", "H", "H", "H", "H", "H"], "coordinates": [[0.39, -0.68, 1.91], [1.81, 0.72, 1.32], [-1.35, 1.34, -0.84], [-0.51, -1.64, 1.45], [-1.07, 1.81, -2.58], [-0.27, -0.39, -2.01], [-0.66, 1.37, -1.68], [1.08, 0.11, 1.01], [-0.72, -1.79, 0.49], [0.47, -0.53, 2.97], [-0.93, -2.25, 2.13], [0.75, -0.16, -2.84], [0.23, 1.93, -1.39], [0.79, 0.17, 0.05]]}



{"formula": "C2H9N2S", "method": "ωB97M-V with the def2-TZVPD basis set", "homo_energy_ha": [-0.338, -0.553], "orbital_gap_ev": [6.0, 8.8], "multiplicity": 3, "total_charge": 1, "elements": ["S", "H", "N", "C", "N", "H", "H", "C", "H", "H", "H", "H", "H", "H"], "coordinates": [[-2.15, -1.07, -1.80], [-1.08, 1.03, -1.29], [-0.30, 0.34, 1.37], [1.44, -0.20, -0.44], [-0.98, 0.02, -1.12], [-2.23, -0.54, -3.03], [1.65, 0.80, -0.76], [-0.11, -0.51, -0.20], [-0.18, -1.53, -0.03], [0.23, 1.05, 0.99], [1.63, -0.90, -1.37], [2.18, -0.47, 0.42], [0.09, -0.16, 2.15], [-1.28, 0.56, 1.51]]}



{"formula": "C2H9N2S2", "method": "ωB97M-V with the def2-TZVPD basis set", "homo_energy_ha": -0.502, "orbital_gap_ev": 9.9, "total_charge": 1, "elements": ["H", "S", "S", "N", "N", "H", "H", "H", "H", "C", "H", "H", "C", "H", "H"], "coordinates": [[-0.10, 1.82, -0.16], [2.19, 0.90, 0.00], [0.04, -0.50, 2.41], [-0.77, 1.07, -0.12], [-0.97, -1.51, 0.32], [-1.62, 1.36, 0.29], [-1.00, -1.82, -0.69], [1.94, -1.51, 0.14], [1.06, -0.59, -1.21], [0.04, -0.73, 0.70], [1.02, 0.38, 2.62], [-1.79, -1.66, 1.01], [1.25, -0.60, -0.17], [3.46, 0.54, 0.05], [-0.80, 0.60, -1.11]]}



Relative energy (zero: lowest compared OMol25 entry of this formula, charge and spin): 2.4528, 0.0280, 0.2077, 0.5489, 1.3054, 1.7603 (eV)